1.
DFT (ωB97M-V/def2-TZVPD) results for a molecular structure, CH3N2O3S in a non-equilibrium geometry.

Last column: natural (NBO) charge in e.
Cartesian coordinates (Å):
C  -0.18963  -1.01559  -0.16249  0.45
N  1.86815  0.36876  -0.01411  -0.68
N  0.50692  0.06810  -0.00305  -0.51
O  -2.00946  1.38727  -0.79689  -1.02
O  0.25978  -2.13927  -0.35577  -0.74
O  -2.40735  0.23462  1.19654  -1.01
S  -2.38524  0.03471  -0.28279  1.40
H  2.27500  -0.54210  -0.28654  0.36
H  2.17243  0.75368  0.88531  0.35
H  -0.09061  0.84982  -0.18020  0.40

Atomic forces in eV per Å
C -1.505 -1.398 -1.505
N 0.727 -1.107 -0.842
N -0.950 2.682 0.761
O 0.013 -0.847 -1.183
O 0.031 -0.351 0.394
O -1.000 -1.065 -0.391
S 2.393 1.049 2.277
H 0.459 0.856 0.701
H -0.090 -0.890 -0.245
H -0.080 1.069 0.035

As for the multiplicity: 1. The value obtained for the LUMO energy is 3.91 eV. The value obtained for the orbital gap is 6.861 eV. The charge is -1. The value obtained for the energy is -21042.80802 eV. The calculation puts the energy relative to the best compared isomer or geometry (same formula, charge and spin) at 217.6 kJ/mol.


2.
DFT (ωB97M-V/def2-TZVPD) results for 2 unconnected molecules or ions with the total composition C2H3BrSi in a non-equilibrium geometry.

Last column: natural (NBO) charge in e.
Cartesian coordinates (Å):
C  -1.09390  -1.70015  -0.04528  -0.16
C  -0.47550  -0.67980  0.25467  -0.56
Si  0.62200  0.76958  0.29430  0.92
Br  2.67609  0.15134  -0.02223  -0.26
H  -1.61964  -2.64816  -0.16014  0.24
H  0.17985  1.61352  1.24333  -0.18
H  -0.28891  2.49366  -1.56465  0.00

Atomic forces in eV per Å
C 0.530 0.765 0.686
C -0.554 -1.480 -0.638
Si -0.316 -2.656 -2.359
Br 0.705 -0.047 0.325
H 0.370 0.860 -0.028
H -0.434 2.037 2.510
H -0.300 0.520 -0.495

As for the multiplicity: 3. The value obtained for the LUMO energy (alpha / beta) is 0.49 / -1.69 eV. The value obtained for the orbital gap (alpha / beta) is 7.521 / 8.860 eV. The charge is 0. The value obtained for the energy is -80037.07029 eV. The calculation puts the energy relative to the best compared isomer or geometry (same formula, charge and spin) at 7.6 kJ/mol.


3.
DFT (ωB97M-V/def2-TZVPD) results for C8H6O4 in the gas phase in a non-equilibrium geometry.

Last column: natural (NBO) charge in e.
Cartesian coordinates (Å):
O  3.08060  -1.66046  -0.11979  -0.54
C  3.03382  -0.40514  -0.19919  0.39
C  1.74631  0.43229  0.07354  -0.21
C  1.57382  1.85133  0.15328  -0.16
C  0.26626  2.17056  0.48915  -0.29
C  -0.77180  1.23786  -0.02512  0.35
O  -2.12469  1.67902  -0.35494  -0.72
C  -0.63707  -0.13023  -0.15761  -0.25
C  -1.74925  -1.32270  0.05975  0.82
O  -1.38615  -2.43802  0.50035  -0.55
O  -2.99654  -0.84011  -0.16767  -0.67
C  0.73002  -0.57032  -0.14921  -0.09
H  4.01605  -0.03243  -0.46798  0.15
H  2.75119  2.25876  0.33675  0.26
H  -0.18939  3.19138  0.43447  0.21
H  -2.13741  2.72768  0.12801  0.50
H  -3.00976  0.06399  -0.41107  0.52
H  0.83086  -1.71475  -0.35127  0.30

Atomic forces in eV per Å
O -0.667 3.436 -0.065
C 0.290 -2.747 0.863
C 0.654 -4.106 -2.609
C 3.571 -2.681 2.428
C -2.750 0.679 -3.821
C -1.673 0.657 0.810
O 2.737 4.978 3.435
C 1.728 -2.314 0.874
C 2.053 0.265 0.582
O -2.104 4.294 -2.047
O 0.531 -3.884 1.035
C -2.100 0.784 0.394
H 0.102 1.325 -0.120
H -3.967 0.131 -0.481
H 1.033 -0.495 0.665
H -0.443 -4.599 -2.305
H 0.447 1.773 -0.393
H 0.558 2.504 0.754

As for the multiplicity: 1. The value obtained for the LUMO energy is -0.26 eV. The value obtained for the orbital gap is 9.246 eV. The charge is 0. The value obtained for the energy is -16579.02013 eV. The calculation puts the energy relative to the best compared isomer or geometry (same formula, charge and spin) at 442.4 kJ/mol. The SMILES is O=Cc1ccc(O)c(C(=O)O)c1.


4.
DFT (ωB97M-V/def2-TZVPD) results for a molecular structure, C3H7N3O2 in a non-equilibrium geometry.

Last column: natural (NBO) charge in e.
Cartesian coordinates (Å):
C  0.52159  1.68902  -0.27855  -0.63
C  1.08204  0.08801  -0.28925  0.34
C  -1.17320  -1.07027  -0.64464  0.31
H  0.62259  2.26559  -1.32929  0.25
H  -0.45910  1.74266  0.12367  0.13
H  1.36501  1.99351  0.54372  0.27
H  2.02852  -1.74822  0.21279  0.47
H  -1.58133  -2.05834  -1.04462  0.18
H  -3.01072  -0.93777  0.19153  0.39
H  -1.02178  0.97861  1.05954  0.47
N  2.22801  -0.07729  0.28435  -0.18
N  0.13027  -0.87652  -0.81962  -0.60
N  -2.06295  -0.51358  0.12198  -0.34
O  2.81452  -1.29444  0.55685  -0.50
O  -1.48348  -0.18097  1.31154  -0.54

Atomic forces in eV per Å
C 5.864 -1.314 -0.362
C -2.956 1.376 0.212
C 4.221 -3.320 -2.713
H -0.311 -1.477 2.620
H -1.024 0.421 -0.062
H -2.383 0.291 -2.146
H 0.684 -2.193 0.251
H 0.640 1.515 -0.658
H 1.257 0.485 0.203
H -2.091 -5.148 1.716
N -0.502 2.795 -0.341
N -0.645 -0.524 0.879
N -1.941 0.722 1.111
O -2.419 0.101 -1.245
O 1.605 6.270 0.536

As for the multiplicity: 1. The value obtained for the LUMO energy is 0.34 eV. The value obtained for the orbital gap is 9.257 eV. The charge is 0. The value obtained for the energy is -11782.18086 eV. The calculation puts the energy relative to the best compared isomer or geometry (same formula, charge and spin) at 881.1 kJ/mol.